109
Properties=species:S:1:pos:R:3:forces:R:3:mulliken_charge:R:1 method="wB97M-V/def2-TZVPD" gap_ev=6.09 total_charge=-1
C 0.904 -1.050 -3.727 0.124 -0.187 0.260 -0.80
C 2.317 -1.038 -4.306 0.343 0.269 -0.036 -0.50
C 3.230 -2.169 -3.831 -0.411 0.699 0.394 -0.76
I 2.532 -3.990 -4.779 0.076 -0.218 0.025 -0.08
Nb 3.804 -2.515 -1.630 -0.240 0.031 -0.236 -1.28
C 3.822 -2.346 0.623 -0.518 0.140 -0.171 -1.02
C 3.820 -1.025 1.338 0.083 0.220 0.427 0.55
C 2.453 -0.333 1.327 -0.113 0.011 -0.117 -0.74
O 4.222 -1.280 2.734 0.016 0.072 -0.164 -0.57
P 4.632 -4.863 -1.409 0.016 0.713 -0.015 0.60
C 3.425 -6.147 -0.876 -0.228 -0.044 0.082 -1.15
C 6.081 -5.246 -0.347 0.382 0.052 0.024 -1.28
H 0.201 -0.485 -4.344 0.052 0.038 0.041 0.38
H 0.912 -0.629 -2.716 -0.047 -0.034 -0.084 0.06
H 0.540 -2.078 -3.633 -0.030 0.113 -0.098 0.26
H 2.284 -1.000 -5.405 -0.079 -0.057 0.106 0.37
H 2.832 -0.120 -3.980 -0.153 -0.049 -0.109 0.30
H 4.215 -2.027 -4.300 -0.047 -0.084 0.096 0.54
H 5.664 -2.323 -1.883 -0.203 -0.462 -0.028 0.34
H 3.723 -0.702 -1.400 0.547 -0.151 -0.069 0.02
H 2.024 -3.071 -1.473 0.314 -0.600 -0.131 -0.02
H 4.730 -2.899 0.900 -0.056 0.085 -0.107 0.22
H 2.959 -2.927 0.981 0.216 -0.086 0.071 0.40
H 4.563 -0.346 0.901 0.034 -0.152 0.077 0.24
H 1.674 -1.028 1.001 -0.003 0.070 0.071 0.23
H 2.434 0.528 0.652 0.022 -0.104 -0.017 0.34
H 2.196 0.016 2.331 0.021 -0.004 -0.073 0.02
H 4.677 -0.501 3.074 -0.129 -0.028 -0.147 0.32
H 3.768 -6.613 0.052 -0.083 -0.060 -0.116 0.36
H 2.452 -5.686 -0.688 0.072 -0.059 -0.117 0.29
H 3.313 -6.904 -1.657 -0.043 -0.032 0.158 0.33
H 6.514 -4.319 0.037 -0.036 -0.068 -0.061 0.29
H 5.761 -5.851 0.506 0.093 0.045 -0.041 0.42
H 6.866 -5.781 -0.892 -0.090 -0.017 0.111 0.34
C -2.201 1.256 5.021 -0.115 -0.057 -0.119 -0.91
C -1.746 0.065 4.194 0.030 -0.091 -0.003 -0.13
O -0.359 0.015 3.928 -0.011 0.080 0.016 -0.31
C 0.485 -0.079 5.061 -0.049 0.031 -0.017 -0.21
C 0.259 -1.331 5.892 0.104 -0.027 -0.044 -1.20
H -1.839 2.193 4.593 -0.008 -0.018 0.000 0.24
H -3.293 1.258 5.011 0.000 0.129 0.089 0.24
H -1.875 1.196 6.060 0.023 -0.011 -0.009 0.34
H -2.209 0.097 3.206 -0.035 0.026 0.027 0.05
H -2.084 -0.860 4.677 0.027 -0.009 -0.040 0.30
H 0.385 0.814 5.692 0.016 -0.004 -0.042 0.29
H 1.492 -0.084 4.644 0.025 -0.021 0.066 0.28
H -0.702 -1.323 6.408 -0.013 0.007 -0.011 0.29
H 1.042 -1.407 6.648 -0.007 -0.011 0.007 0.41
H 0.313 -2.214 5.255 -0.021 -0.013 0.024 0.31
C -8.361 0.936 3.186 0.011 -0.076 0.055 -0.90
C -7.594 1.498 4.372 0.025 0.037 0.009 -0.39
O -6.194 1.582 4.169 -0.058 0.077 -0.066 -0.38
C -5.784 2.413 3.089 0.032 -0.184 -0.066 0.05
C -6.213 3.861 3.227 -0.082 -0.013 0.030 -1.14
H -7.927 -0.014 2.871 -0.011 0.009 -0.024 0.28
H -9.399 0.763 3.476 0.000 -0.005 -0.007 0.39
H -8.367 1.618 2.335 0.017 0.012 0.001 0.14
H -7.700 0.845 5.238 -0.067 -0.011 -0.019 0.35
H -8.006 2.477 4.647 0.035 -0.012 0.030 0.30
H -6.154 2.015 2.137 0.014 -0.030 0.024 0.13
H -4.699 2.298 3.074 0.015 0.195 -0.012 0.21
H -7.295 3.953 3.117 0.014 0.058 0.000 0.26
H -5.766 4.468 2.439 0.043 -0.043 0.003 0.36
H -5.933 4.266 4.201 0.062 -0.009 -0.012 0.34
C -7.809 6.341 -2.019 -0.023 0.073 0.063 -1.11
C -6.783 5.936 -0.974 -0.003 -0.005 0.020 -0.34
O -7.034 4.672 -0.389 0.017 -0.045 -0.080 -0.38
C -7.003 3.569 -1.288 0.029 0.079 0.061 -0.33
C -5.721 3.466 -2.094 0.025 -0.086 0.006 -1.10
H -8.818 6.262 -1.610 -0.007 -0.003 -0.027 0.28
H -7.638 7.377 -2.316 -0.010 -0.005 -0.007 0.41
H -7.747 5.726 -2.918 0.000 -0.021 0.012 0.27
H -6.799 6.631 -0.133 -0.018 0.055 -0.049 0.35
H -5.778 5.971 -1.408 0.010 -0.012 0.044 0.33
H -7.858 3.606 -1.975 -0.060 0.025 0.072 0.29
H -7.143 2.704 -0.639 0.078 -0.070 -0.097 0.31
H -5.662 4.253 -2.847 0.036 0.000 -0.014 0.32
H -5.691 2.511 -2.622 -0.015 -0.007 0.014 0.37
H -4.832 3.516 -1.466 -0.033 -0.024 0.029 0.32
C -3.823 -0.276 -0.793 -0.062 0.040 -0.067 -0.81
C -2.962 0.359 -1.875 0.017 -0.044 -0.003 -0.09
O -2.687 1.732 -1.653 -0.041 -0.022 0.066 -0.43
C -1.927 2.012 -0.486 -0.045 0.083 -0.009 -0.25
C -0.555 1.370 -0.479 0.109 0.023 0.007 -1.12
H -4.727 0.316 -0.631 0.017 -0.017 0.018 0.11
H -4.117 -1.279 -1.104 0.007 0.003 0.013 0.45
H -3.294 -0.369 0.156 0.012 0.007 -0.018 0.13
H -3.481 0.339 -2.834 -0.030 -0.057 0.013 0.38
H -2.035 -0.210 -1.997 0.008 0.024 -0.029 0.06
H -2.489 1.733 0.417 0.036 0.017 -0.066 0.12
H -1.837 3.100 -0.490 0.038 -0.013 0.073 0.41
H -0.599 0.286 -0.370 0.016 0.001 0.013 0.28
H 0.035 1.754 0.354 -0.035 -0.023 0.048 0.48
H -0.020 1.601 -1.401 -0.016 -0.029 -0.023 0.32
C 8.083 -3.497 -3.686 -0.038 -0.050 0.078 -0.93
C 8.425 -2.448 -2.644 0.037 -0.012 -0.005 -0.07
O 9.826 -2.264 -2.431 -0.080 0.016 -0.104 -0.45
C 10.549 -1.831 -3.562 0.000 -0.042 -0.032 -0.32
C 10.109 -0.481 -4.110 0.066 0.013 0.076 -1.03
H 8.585 -4.439 -3.456 -0.005 -0.004 -0.025 0.26
H 7.004 -3.663 -3.657 0.010 -0.034 -0.011 0.23
H 8.351 -3.196 -4.700 0.010 0.029 0.001 0.34
H 8.027 -2.750 -1.678 0.005 0.015 0.017 0.09
H 7.942 -1.500 -2.897 0.030 0.030 0.043 0.30
H 10.507 -2.578 -4.366 0.009 -0.026 0.047 0.28
H 11.586 -1.777 -3.223 0.013 0.033 -0.051 0.35
H 9.116 -0.521 -4.558 -0.011 -0.014 0.008 0.27
H 10.809 -0.154 -4.881 -0.002 0.006 0.000 0.39
H 10.098 0.264 -3.312 -0.019 0.014 -0.020 0.27



116
Properties=species:S:1:pos:R:3:forces:R:3:mulliken_charge:R:1 method="wB97M-V/def2-TZVPD" gap_ev=9.35 relative_energy_kcal_mol=156.8 total_charge=0 smiles=COCCNCCOC.COCCNCCOC.COCCNCCOC.COCCNCCOC.OCCO.OCCO
C -2.809 2.794 -7.392 1.143 -0.629 0.162 -0.81
O -2.424 2.438 -6.069 0.454 0.622 0.682 -0.21
C -1.783 3.504 -5.254 -0.120 -3.007 -1.712 -1.08
C -1.359 2.877 -3.943 -1.831 1.564 -0.240 0.33
N -0.561 3.878 -3.318 1.387 0.332 1.580 -0.39
C -0.119 3.506 -1.963 -0.995 -1.251 -0.687 1.15
C 0.979 4.436 -1.598 -2.513 0.942 -5.793 -1.40
O 1.581 4.303 -0.503 3.424 -3.057 8.113 -0.44
C 1.915 2.932 -0.166 1.569 0.332 -0.380 -0.25
H -1.906 3.115 -7.950 -0.472 -0.040 -0.014 0.30
H -3.531 3.581 -7.373 -0.577 0.714 -0.116 0.33
H -3.255 1.912 -7.908 0.393 0.515 0.594 0.21
H -2.431 4.327 -5.200 -1.313 1.098 0.632 0.47
H -0.900 3.895 -5.715 0.801 -0.051 -0.777 0.49
H -0.829 1.959 -4.073 0.484 -0.484 -0.270 0.15
H -2.254 2.710 -3.350 -0.354 -0.620 0.182 -0.02
H -1.064 4.736 -3.175 -0.500 0.341 -0.474 0.33
H 0.278 2.483 -2.092 -0.127 0.272 0.402 -0.57
H -0.952 3.483 -1.220 0.443 -0.106 -0.362 0.17
H 0.616 5.425 -1.573 -0.822 1.554 -0.588 0.64
H 1.687 4.383 -2.386 0.760 -0.003 -1.559 0.25
H 2.592 2.985 0.695 -0.388 -0.054 -0.178 0.22
H 2.477 2.472 -1.005 -0.126 0.280 0.237 0.43
H 1.098 2.233 0.036 -0.344 0.678 0.107 -0.12
C -3.134 -3.589 1.194 1.233 -0.321 1.991 -0.14
O -2.495 -4.256 0.155 0.751 0.067 -1.083 -0.55
C -1.119 -3.860 0.049 -0.100 0.361 -0.896 0.88
C -0.209 -4.626 0.948 0.117 -1.136 0.626 -0.65
N 1.005 -3.860 1.221 0.450 -1.629 -2.512 1.10
C 1.974 -4.672 1.905 0.607 -0.619 0.160 -1.09
C 3.221 -3.840 2.173 -6.718 4.839 -8.325 0.84
O 3.978 -4.064 3.084 8.203 -4.637 9.387 -0.47
C 5.178 -3.330 3.039 0.029 0.629 0.588 -0.58
H -4.149 -3.907 1.364 -0.246 -0.601 -0.285 0.41
H -3.188 -2.525 1.026 0.212 0.716 -0.074 -0.07
H -2.527 -3.806 2.138 -1.034 0.574 -0.727 0.03
H -0.920 -2.775 0.163 -0.637 -0.293 0.078 -0.72
H -0.746 -4.087 -0.960 -0.713 0.160 -0.077 0.32
H -0.035 -5.629 0.460 0.296 0.982 0.731 0.29
H -0.675 -4.794 1.923 -0.379 -0.453 0.019 0.21
H 0.704 -3.116 1.776 -0.030 1.253 1.139 -1.35
H 2.333 -5.522 1.281 -0.646 0.381 0.116 0.46
H 1.464 -5.094 2.761 0.511 -0.312 0.721 0.31
H 2.996 -2.796 2.433 -1.929 0.917 -1.289 -0.42
H 3.693 -3.705 1.157 0.096 -0.391 0.206 0.23
H 5.645 -3.265 4.031 -0.036 -0.796 -0.376 0.32
H 5.026 -2.260 2.803 -0.480 -0.318 -0.277 0.11
H 5.784 -3.765 2.255 0.589 -0.009 -0.003 0.31
C 0.727 -4.416 5.067 0.377 0.850 1.128 -0.92
O -0.001 -3.718 4.116 -1.292 0.321 0.088 -0.21
C 0.199 -2.311 4.149 2.409 -2.126 -2.235 -0.10
C -0.751 -1.708 3.157 -2.837 -0.719 1.424 0.47
N -0.635 -0.302 3.012 -1.383 0.788 -0.418 -0.34
C 0.015 0.134 1.818 0.829 0.610 0.065 0.03
C 1.438 -0.164 2.033 -4.019 -6.391 5.146 -0.21
O 2.307 0.353 1.347 7.675 5.237 -6.733 -0.23
C 3.605 -0.165 1.599 0.150 1.704 -1.729 -1.46
H 1.807 -4.215 5.027 0.012 -0.060 -0.310 0.34
H 0.525 -5.438 4.895 0.002 -1.196 -0.064 0.32
H 0.420 -4.161 6.095 -0.128 -0.031 -0.133 0.29
H 1.286 -2.297 3.842 -0.734 1.109 0.198 0.00
H 0.124 -1.887 5.114 -0.398 0.472 1.292 0.63
H -1.788 -1.890 3.593 0.985 -0.075 -0.164 0.37
H -0.892 -2.227 2.206 0.779 0.182 0.007 -1.13
H -0.225 0.110 3.832 0.020 0.301 0.145 0.40
H 0.016 1.199 1.706 -0.960 0.943 -0.129 0.22
H -0.387 -0.364 0.943 -0.164 0.017 -0.250 -0.41
H 1.545 -1.275 1.906 -0.373 0.016 0.638 0.09
H 1.695 0.052 3.076 -0.547 -0.210 0.965 0.85
H 4.373 0.531 1.236 -0.424 0.078 0.102 0.27
H 3.765 -1.072 1.082 -0.075 -1.138 -0.487 0.41
H 3.745 -0.334 2.614 0.149 -0.141 2.167 0.63
C -3.343 -0.267 -4.098 2.728 -0.039 0.537 -0.86
O -3.231 -0.329 -2.665 -0.733 0.004 -0.376 -0.49
C -2.155 -1.065 -2.109 0.664 0.486 -1.936 -0.48
C -0.789 -0.353 -2.344 -1.176 0.042 -0.216 0.31
N 0.141 -1.118 -1.566 1.838 -1.067 -1.921 0.23
C 1.487 -0.472 -1.567 -1.149 -0.252 0.647 0.47
C 2.540 -1.474 -1.126 -1.711 6.374 5.222 -0.17
O 2.881 -2.338 -1.953 1.110 -7.800 -5.963 -0.57
C 2.316 -3.670 -1.771 0.795 0.017 -0.554 -0.08
H -3.984 0.543 -4.314 -1.141 0.445 -0.346 0.34
H -3.535 -1.212 -4.582 -0.866 -0.485 0.201 0.39
H -2.376 0.021 -4.566 -0.316 0.105 0.432 0.26
H -2.069 -2.021 -2.659 -0.211 -0.090 0.518 0.62
H -2.370 -1.234 -1.049 0.158 0.099 -0.308 -0.38
H -0.793 0.652 -1.965 -0.393 0.606 0.319 -0.87
H -0.517 -0.256 -3.446 -0.332 -0.350 1.074 0.76
H 0.260 -1.937 -2.198 0.042 0.139 1.047 0.13
H 1.370 0.305 -0.807 0.522 0.100 -0.284 -0.75
H 1.783 -0.028 -2.529 -0.240 -0.051 -0.060 0.67
H 2.233 -1.847 -0.161 -0.349 -0.500 0.586 -0.51
H 3.420 -0.890 -0.921 0.630 0.836 0.305 0.62
H 2.755 -4.138 -0.893 -0.485 0.394 0.673 -0.02
H 2.741 -4.324 -2.535 -0.349 0.463 -0.592 0.38
H 1.205 -3.712 -1.776 0.863 0.154 0.141 -0.07
C -3.206 1.191 0.363 -2.371 0.275 -2.747 1.16
C -2.800 2.155 1.381 0.461 2.227 -0.881 -0.21
O -2.787 1.543 2.622 -0.616 0.499 0.907 -0.70
O -2.993 1.779 -0.925 0.411 1.187 0.387 -0.49
H -4.291 0.925 0.418 0.751 -0.093 0.413 0.19
H -2.603 0.338 0.408 0.871 -1.749 0.461 -0.94
H -3.485 3.073 1.277 0.895 -1.278 0.849 0.30
H -1.787 2.516 1.063 -0.569 0.008 0.434 -0.05
H -2.192 0.783 2.579 0.254 -0.184 0.347 0.34
H -3.206 1.208 -1.669 -0.250 -0.655 0.158 0.34
C -0.141 6.048 1.202 1.191 -2.150 0.054 -0.06
C -1.000 6.763 2.121 -1.425 -0.062 2.367 -0.56
O -0.887 8.141 1.997 -0.953 1.281 -1.281 -0.56
O -0.321 4.615 1.379 -0.778 1.611 0.567 -0.54
H 0.852 6.332 1.466 1.287 -0.014 0.118 0.22
H -0.251 6.351 0.186 -0.599 0.211 -0.895 0.20
H -0.739 6.549 3.190 -0.397 -0.642 -0.833 0.30
H -2.040 6.477 1.923 0.040 0.203 0.313 0.25
H -0.161 8.489 2.488 0.746 0.085 0.496 0.33
H 0.304 4.228 0.779 0.577 -0.234 -0.472 0.32